Model w:
ORCA calculation (ωB97M-V with the def2-TZVPD basis set) on 3 unconnected molecules or ions with the total composition C3H12N2O2.

Each atom is followed by the atoms it is bonded to, with distances in Å.
Atoms and positions in Å:
1 C 2.383 -1.528 -1.144  C2 1.523, H6 1.099, H7 1.088, H8 1.085
2 C 1.074 -1.126 -0.478  C1 1.523, N3 1.479, H9 1.093, H10 1.090
3 N 0.732 0.294 -0.713  C2 1.479, C4 1.305, H11 1.012
4 C -0.502 0.693 -0.574  N3 1.305, N5 1.301, H12 1.101
5 N -1.534 -0.098 -0.534  C4 1.301, H13 1.024
6 H 3.133 -0.796 -0.814  C1 1.099
7 H 2.291 -1.495 -2.227  C1 1.088
8 H 2.791 -2.490 -0.851  C1 1.085
9 H 0.224 -1.703 -0.851  C2 1.093
10 H 1.145 -1.324 0.591  C2 1.090
11 H 1.504 0.908 -0.938  N3 1.012
12 H -0.671 1.763 -0.770  C4 1.101
13 H -2.309 0.005 -1.196  N5 1.024
14 H -4.578 0.523 1.268  O16 0.987
15 H -3.386 -0.214 0.714  O16 0.971
16 O -4.198 -0.387 1.216  H14 0.987, H15 0.971
17 H 0.195 1.652 2.519  O19 0.967
18 H 0.899 2.963 2.027  O19 0.949
19 O 0.807 2.361 2.755  H17 0.967, H18 0.949

Results
Total charge   +1
Multiplicity   2
HOMO (spin up / spin down)   -14.66 / -14.66 eV

---

Model x:
ORCA calculation (ωB97M-V with the def2-TZVPD basis set) on 3 unconnected molecules or ions with the total composition C3H12N2O2.

Each atom is followed by the atoms it is bonded to, with distances in Å.
Atoms and positions in Å:
1 C 1.299 1.211 1.223  C2 1.508, H6 1.086, H7 1.105, H8 1.160
2 C 0.900 0.034 0.369  C1 1.508, C3 1.358, N5 1.389
3 C 0.279 -1.088 0.818  C2 1.358, N4 1.531, H9 1.041
4 N -0.042 -2.357 0.024  C3 1.531, H10 1.072, H11 1.047
5 N 1.450 0.003 -0.905  C2 1.389, H12 1.054, H13 1.005
6 H 1.946 0.825 2.005  C1 1.086
7 H 0.439 1.238 1.915  C1 1.105
8 H 1.906 1.956 0.572  C1 1.160
9 H 0.191 -1.187 1.850  C3 1.041
10 H -0.735 -2.019 -0.720  N4 1.072
11 H -0.503 -3.080 0.623  N4 1.047
12 H 1.364 0.759 -1.635  N5 1.054
13 H 1.318 -0.918 -1.287  N5 1.005
14 H -2.084 -0.584 -2.832  O16 0.986
15 H -1.739 0.300 -1.523  O16 0.966
16 O -1.902 -0.589 -1.864  H14 0.986, H15 0.966
17 H -0.788 2.265 0.192  O19 0.954
18 H -1.598 1.167 0.782  O19 0.985
19 O -1.699 2.066 0.393  H17 0.954, H18 0.985

Results
Total charge   +1
Multiplicity   2
HOMO (spin up / spin down)   -14.30 / -15.46 eV

---

Stability ranking, top entry: model x; the second entry is 16.1 kcal/mol less favorable.

---

Model w:
ORCA calculation (ωB97M-V with the def2-TZVPD basis set) on 5 unconnected molecules or ions with the total composition C9H28O9.

Each atom is followed by the atoms it is bonded to, with distances in Å.
Atoms and positions in Å:
1 O -9.585 20.818 14.820  C2 1.407, H5 0.960
2 C -10.752 21.423 15.320  O1 1.407, C3 1.564, H6 1.090, H7 1.090
3 C -10.514 22.263 16.618  C2 1.564, O4 1.406, H8 1.090, H9 1.090
4 O -10.039 21.390 17.611  C3 1.406, H10 0.960
5 H -9.015 20.671 15.578  O1 0.960
6 H -11.273 21.996 14.552  C2 1.090
7 H -11.391 20.561 15.513  C2 1.090
8 H -11.440 22.719 16.967  C3 1.090
9 H -9.801 23.058 16.400  C3 1.090
10 H -10.308 20.488 17.423  O4 0.960
11 O -8.958 28.277 24.344  C12 1.401, H15 0.960
12 C -8.986 26.982 23.812  O11 1.401, C13 1.547, H16 1.090, H17 1.090
13 C -10.294 26.235 24.164  C12 1.547, O14 1.483, H18 1.090, H19 1.090
14 O -11.410 26.849 23.405  C13 1.483, H20 0.960
15 H -8.035 28.518 24.243  O11 0.960
16 H -8.827 27.062 22.736  C12 1.090
17 H -8.114 26.447 24.188  C12 1.090
18 H -10.409 26.089 25.238  C13 1.090
19 H -10.068 25.239 23.784  C13 1.090
20 H -11.771 27.599 23.884  O14 0.960
21 O -13.328 28.207 17.551  C22 1.410, H25 0.960
22 C -14.712 28.373 17.339  O21 1.410, C23 1.575, H26 1.090, H27 1.090
23 C -15.638 27.224 17.888  C22 1.575, O24 1.427, H28 1.090, H29 1.090
24 O -15.091 26.085 17.226  C23 1.427, H30 0.960
25 H -12.986 28.778 16.860  O21 0.960
26 H -15.079 29.335 17.696  C22 1.090
27 H -14.835 28.529 16.267  C22 1.090
28 H -16.660 27.491 17.618  C23 1.090
29 H -15.509 27.175 18.970  C23 1.090
30 H -14.307 26.309 16.720  O24 0.960
31 O -12.722 26.218 21.062  C32 1.516, H35 0.960
32 C -12.091 24.953 20.515  O31 1.516, C33 1.513, H36 1.090, H37 1.090
33 C -12.347 24.805 19.031  C32 1.513, O34 1.342, H38 1.090, H39 1.090
34 O -12.030 25.958 18.421  C33 1.342, H40 0.960
35 H -12.186 26.416 21.833  O31 0.960
36 H -11.029 24.985 20.758  C32 1.090
37 H -12.437 24.064 21.043  C32 1.090
38 H -13.374 24.628 18.709  C33 1.090
39 H -11.741 24.063 18.511  C33 1.090
40 H -12.532 26.689 18.788  O34 0.960
41 C -10.729 21.167 21.142  O42 1.481, H43 1.090, H44 1.090, H45 1.090
42 O -9.760 21.073 22.258  C41 1.481, H46 0.960
43 H -11.760 21.082 21.487  C41 1.090
44 H -10.583 22.113 20.620  C41 1.090
45 H -10.653 20.386 20.385  C41 1.090
46 H -9.061 21.707 22.081  O42 0.960

Results
Total charge   0
SMILES   OCCO.OCCO.OCCO.OCCO.CO
Multiplicity   1
HOMO   -9.43 eV

---

Model x:
ORCA calculation (ωB97M-V with the def2-TZVPD basis set) on 5 unconnected molecules or ions with the total composition C9H28O9.

Each atom is followed by the atoms it is bonded to, with distances in Å.
Atoms and positions in Å:
1 O -3.425 0.491 -0.226  C2 1.439, H5 0.961
2 C -3.672 1.870 0.101  O1 1.439, C3 1.491, H6 1.106, H7 1.091
3 C -2.404 2.519 0.539  C2 1.491, O4 1.458, H8 1.089, H9 1.095
4 O -2.100 2.104 1.903  C3 1.458, H10 0.968
5 H -4.249 0.016 -0.089  O1 0.961
6 H -4.004 2.341 -0.844  C2 1.106
7 H -4.517 2.050 0.767  C2 1.091
8 H -2.456 3.605 0.479  C3 1.089
9 H -1.497 2.232 -0.003  C3 1.095
10 H -2.102 1.144 1.782  O4 0.968
11 O 0.117 5.531 -2.348  C12 1.430, H15 0.960
12 C -0.150 4.135 -2.510  O11 1.430, C13 1.509, H16 1.087, H17 1.094
13 C 0.992 3.282 -2.014  C12 1.509, O14 1.427, H18 1.098, H19 1.099
14 O 0.567 1.926 -2.146  C13 1.427, H20 0.960
15 H 0.615 5.800 -3.124  O11 0.960
16 H -1.073 3.887 -1.993  C12 1.087
17 H -0.249 3.926 -3.579  C12 1.094
18 H 1.297 3.478 -0.978  C13 1.098
19 H 1.909 3.464 -2.591  C13 1.099
20 H 1.318 1.331 -2.078  O14 0.960
21 O 2.336 -1.675 3.531  C22 1.425, H25 0.964
22 C 3.011 -2.653 2.745  O21 1.425, C23 1.518, H26 1.086, H27 1.095
23 C 3.389 -3.865 3.577  C22 1.518, O24 1.425, H28 1.099, H29 1.094
24 O 4.322 -3.438 4.565  C23 1.425, H30 0.960
25 H 2.828 -1.626 4.358  O21 0.964
26 H 2.376 -2.987 1.930  C22 1.086
27 H 3.970 -2.229 2.430  C22 1.095
28 H 3.830 -4.591 2.880  C23 1.099
29 H 2.527 -4.350 4.045  C23 1.094
30 H 4.898 -4.174 4.784  O24 0.960
31 O -1.779 -3.255 -1.299  C32 1.428, H35 0.960
32 C -1.386 -1.961 -1.758  O31 1.428, C33 1.498, H36 1.095, H37 1.098
33 C -0.343 -2.158 -2.815  C32 1.498, O34 1.445, H38 1.094, H39 1.086
34 O -0.880 -3.004 -3.856  C33 1.445, H40 0.964
35 H -2.634 -3.209 -0.865  O31 0.960
36 H -2.246 -1.398 -2.137  C32 1.095
37 H -1.036 -1.368 -0.903  C32 1.098
38 H 0.518 -2.690 -2.402  C33 1.094
39 H -0.067 -1.201 -3.248  C33 1.086
40 H -1.292 -3.716 -3.352  O34 0.964
41 C 0.534 0.290 0.863  O42 1.417, H43 1.093, H44 1.095, H45 1.093
42 O -0.182 -0.669 1.621  C41 1.417, H46 0.964
43 H 0.432 1.299 1.270  C41 1.093
44 H 1.585 0.044 0.679  C41 1.095
45 H 0.060 0.283 -0.121  C41 1.093
46 H 0.313 -0.828 2.433  O42 0.964

Results
Total charge   0
SMILES   OCCO.OCCO.OCCO.OCCO.CO
Multiplicity   1
HOMO   -9.98 eV

---

Stability ranking, top entry: model x; the second entry is 31.7 kcal/mol less favorable.